This record from the OMol25 dataset describes a molecular structure, C12H30AlO4 at a distorted geometry. The level of theory is wB97M-V/def2-TZVPD.

XYZ file:
```
47
C12H30AlO4 | the OMol25 dataset | wB97M-V/def2-TZVPD
O -0.69934 2.48282 -3.40996
H -0.36257 -4.10174 2.77032
O 1.82935 -5.12042 3.77442
H 0.07012 -6.14886 3.94891
H -2.23774 3.12252 -2.21185
H 1.95336 3.17437 -1.77673
H -2.68072 4.54464 -0.27631
C 1.70019 1.02777 -1.76996
H -4.53165 6.07105 -1.80376
C 3.79752 -3.54536 1.81282
O 1.58021 -0.02063 -0.81985
H 2.70255 -5.24451 3.36459
C -0.49817 -3.68699 1.67510
H -3.97866 2.87270 -4.00745
H -2.33640 1.43952 -2.76606
C 1.74287 -7.50397 4.07609
H -2.73735 2.22916 -5.10903
H -1.43318 -3.93640 0.98770
H 0.79596 0.16533 -0.27561
H -2.22437 7.04258 -1.72367
C -2.91332 2.89004 -4.25392
C 1.05901 -6.28129 3.50020
H 1.87315 -7.39816 5.15811
C -2.07703 2.45882 -3.06694
C -3.89092 5.92435 -0.92927
Al 2.24578 -2.17352 2.11233
H 1.98156 -2.01163 3.66847
C 1.85507 2.35580 -1.05821
O -3.24061 4.66903 -1.06172
H -2.20495 6.87739 0.02771
H 6.04816 -4.53178 0.98512
H 2.65529 -0.72498 1.53075
H -0.47723 3.39395 -3.66753
H 0.99162 2.55339 -0.41461
H 2.57478 0.82407 -2.39477
H 2.74199 -7.62777 3.64570
H -2.64151 3.90178 -4.57220
C 5.00126 -4.23552 1.47603
H 2.73850 2.34498 -0.41138
H 0.93674 -6.37388 2.41669
H -4.52459 5.89932 -0.03745
H -3.34763 8.00749 -0.73588
C -2.86250 7.03228 -0.83394
H 0.81174 1.02622 -2.40884
H 1.15937 -8.40728 3.87722
C 0.56460 -2.79889 1.05363
H 0.48974 -2.45778 -0.06504
```

Calculated values
* multiplicity: 1
* LUMO: 2.1 eV
* ΔE to the lowest compared entry with this formula, charge and spin: 63.7 kcal per mole
* total charge: -1
* Kohn-Sham gap: 0.2476 Ha
* E_tot: -1018.3879 hartree

Now the Löwdin charges, all in e: atom 1 (O): -0.10, atom 2 (H): 0.03, atom 3 (O): -0.14, atom 4 (H): 0.10, atom 5 (H): 0.08, atom 6 (H): 0.06, atom 7 (H): 0.10, atom 8 (C): -0.33, atom 9 (H): 0.11, atom 10 (C): -0.23, atom 11 (O): -0.14, atom 12 (H): 0.04, atom 13 (C): -0.16, atom 14 (H): 0.07, atom 15 (H): 0.12, atom 16 (C): -0.11, atom 17 (H): 0.07, atom 18 (H): 0.02, atom 19 (H): 0.08, atom 20 (H): 0.08, atom 21 (C): -0.09, atom 22 (C): -0.35, atom 23 (H): 0.07, atom 24 (C): -0.32, atom 25 (C): -0.32, atom 26 (Al): 0.14, atom 27 (H): -0.12, atom 28 (C): -0.10, atom 29 (O): -0.10, atom 30 (H): 0.07, atom 31 (H): 0.00, atom 32 (H): -0.11, atom 33 (H): 0.09, atom 34 (H): 0.07, atom 35 (H): 0.11, atom 36 (H): 0.07, atom 37 (H): 0.07, atom 38 (C): -0.11, atom 39 (H): 0.08, atom 40 (H): 0.11, atom 41 (H): 0.11, atom 42 (H): 0.07, atom 43 (C): -0.10, atom 44 (H): 0.08, atom 45 (H): 0.06, atom 46 (C): -0.26, atom 47 (H): 0.01

This record from the OMol25 dataset describes a molecular structure, C12H30AsF12MnN2O4P at a distorted geometry. The level of theory is wB97M-V/def2-TZVPD.

XYZ file:
```
63
C12H30AsF12MnN2O4P | the OMol25 dataset | wB97M-V/def2-TZVPD
H -0.19931 3.70889 0.57923
C 0.47485 -1.10050 -2.89547
C -0.65343 2.73515 0.76285
H 2.51644 2.76949 -1.38017
H 2.87867 -1.42630 -1.77902
H -2.19287 2.75369 -0.73307
H -2.37056 0.75498 1.51940
H 1.68975 -3.05684 0.36841
As -0.21954 -0.68197 4.09413
H -3.52742 0.59693 0.30269
H 2.21108 -2.90895 -1.97403
F -2.40959 -0.36220 -4.66375
F 0.50333 0.93741 4.64522
H -2.99440 -1.72388 -0.03655
H 2.66932 1.36490 -2.49577
O 0.78758 -1.32102 -1.51096
F -2.61025 1.44125 -3.19467
H 3.39087 1.85602 0.32055
F -4.71833 0.79573 -2.55187
O 1.95136 0.95739 -0.69361
F -0.14038 -0.09248 2.38626
H -1.94092 0.48949 -1.35575
F -1.96872 -0.18976 4.34046
C 1.09086 2.75464 2.31261
H 1.98596 2.23245 2.65058
H 2.14579 -1.51359 1.92177
F -0.80845 -2.30587 3.62622
F -4.25168 1.24351 -4.69975
F 1.45461 -1.27904 3.77476
C 3.15975 0.84551 -0.01643
O -1.02097 -1.63099 0.57598
C -1.26507 2.21894 -0.52976
H 1.31743 -0.60444 -3.37724
H -1.92563 -3.48613 0.56340
N -1.48062 0.74544 -0.49394
C 2.05753 -2.01484 -1.36981
C -2.39485 -1.14890 0.66916
H 3.02430 0.29711 1.93616
C -2.49072 0.33902 0.51908
C 2.33306 -2.24849 0.02080
C 2.03028 1.87847 -1.77746
Mn 0.30831 0.00646 0.32579
H -1.43340 2.88527 1.50931
F -3.01046 -0.73028 -2.42968
H 1.33323 3.80454 2.14808
H 0.38677 2.69683 3.14267
H 4.11213 -0.66874 1.09639
H -0.65313 2.46948 -1.39628
F -4.58244 -1.01223 -4.20468
H 1.10915 2.11426 -2.31039
O 0.42099 1.97649 1.21208
H -0.50038 -3.40415 1.50075
H 0.34824 -1.97938 -3.52764
C -0.96522 -2.97316 0.61403
F -0.19491 -1.23374 5.81741
N 2.03033 -1.22143 0.96187
H -2.71469 -1.45184 1.66617
H -0.47794 -3.41943 -0.25287
P -3.64278 0.16978 -3.61132
H -0.36900 -0.41410 -2.96519
H 3.34390 -2.65061 0.08859
H 3.95174 0.66680 -0.74370
C 3.11030 -0.25076 0.99779
```

Calculated values
* multiplicity: 6
* LUMO (alpha / beta): -0.4 / -0.4 eV
* total charge: 0
* Kohn-Sham gap (alpha / beta): 0.3363 / 0.3892 Ha
* E_tot: -5812.4797 hartree

Now the Löwdin charges, all in e: atom 1 (H): 0.13, atom 2 (C): -0.04, atom 3 (C): -0.22, atom 4 (H): 0.11, atom 5 (H): 0.13, atom 6 (H): 0.14, atom 7 (H): 0.11, atom 8 (H): 0.12, atom 9 (As): 1.02, atom 10 (H): 0.14, atom 11 (H): 0.15, atom 12 (F): -0.22, atom 13 (F): -0.29, atom 14 (H): 0.13, atom 15 (H): 0.10, atom 16 (O): -0.23, atom 17 (F): -0.22, atom 18 (H): 0.13, atom 19 (F): -0.17, atom 20 (O): -0.29, atom 21 (F): -0.29, atom 22 (H): 0.07, atom 23 (F): -0.28, atom 24 (C): 0.00, atom 25 (H): 0.09, atom 26 (H): 0.11, atom 27 (F): -0.26, atom 28 (F): -0.18, atom 29 (F): -0.28, atom 30 (C): -0.21, atom 31 (O): -0.28, atom 32 (C): -0.14, atom 33 (H): 0.09, atom 34 (H): 0.11, atom 35 (N): -0.07, atom 36 (C): -0.19, atom 37 (C): -0.14, atom 38 (H): 0.12, atom 39 (C): -0.15, atom 40 (C): -0.21, atom 41 (C): -0.03, atom 42 (Mn): 0.93, atom 43 (H): 0.14, atom 44 (F): -0.16, atom 45 (H): 0.10, atom 46 (H): 0.08, atom 47 (H): 0.14, atom 48 (H): 0.10, atom 49 (F): -0.15, atom 50 (H): 0.10, atom 51 (O): -0.28, atom 52 (H): 0.09, atom 53 (H): 0.11, atom 54 (C): -0.15, atom 55 (F): -0.28, atom 56 (N): -0.06, atom 57 (H): 0.13, atom 58 (H): 0.10, atom 59 (P): 0.29, atom 60 (H): 0.08, atom 61 (H): 0.14, atom 62 (H): 0.13, atom 63 (C): -0.17

This record from the OMol25 dataset describes a molecular structure, C12H30BF4N2Na7O8P at a distorted geometry. The level of theory is wB97M-V/def2-TZVPD.

XYZ file:
```
65
C12H30BF4N2Na7O8P | the OMol25 dataset | wB97M-V/def2-TZVPD
C -3.83459 0.43283 -3.81225
F 12.57720 2.16914 -2.46503
H -1.71514 -3.45815 -3.84182
H -0.12846 3.81464 -0.88378
B 12.52793 0.86785 -2.88922
H -2.88450 5.01406 0.46849
Na 5.96076 -0.16144 5.37723
O -4.66614 -0.03535 3.60649
N -2.30281 2.24371 2.28579
H 0.72207 5.15566 -0.17475
O 4.45142 -1.24495 -0.73195
H -3.09991 1.08017 -4.29109
H -0.84592 5.30678 -0.94337
O 5.84346 0.88393 -0.26529
H -1.52097 -1.13245 -4.11806
O 6.09104 -1.14738 1.17851
H -5.89925 -0.81547 4.98761
H -4.07397 -0.91313 5.30181
C -0.26253 4.69503 -0.25524
H -3.81627 -4.80940 -2.00199
Na 6.13890 0.01769 -4.49642
C -2.44834 -4.56849 -0.27113
H -3.70207 3.88246 2.28795
H -3.79589 -2.84223 -2.00096
C -4.38665 1.29697 3.19613
F 13.03943 0.10912 -1.84029
H -0.20044 -4.71214 1.57183
H -3.45434 -3.58195 -4.12520
O 3.89825 0.25910 1.30252
H -1.34241 2.21622 2.59723
H -2.49289 0.45322 3.16219
O -0.89206 4.45407 0.99931
O -3.27099 -0.63410 -3.18807
Na 8.92614 4.92364 -1.01013
Na 4.03502 4.86720 2.13088
N -2.84595 -3.12622 -2.19349
Na -0.10297 -0.89176 -0.56755
H -2.14585 -5.12644 -2.39811
H -4.23500 1.07989 -3.03180
C -4.93036 -0.31613 4.98829
H -2.37954 3.35081 0.19644
H -2.43688 -5.57704 0.14220
C -2.79203 -4.53549 -1.74901
C -2.93007 1.43397 3.34954
H -2.12365 4.34813 2.94784
H -4.50499 0.14807 -4.62315
H -3.03635 -1.45803 -5.00586
F 11.19284 0.50914 -3.21669
H -2.56862 1.81188 4.30590
H -4.93698 2.12469 3.64346
H -0.19850 -2.99689 1.60765
H -4.65172 1.32208 2.13914
F 13.33804 0.68183 -3.97905
C -0.84406 -3.84978 1.39808
P 5.06118 -0.31994 0.37212
H -5.12211 0.49368 5.69223
C -2.27411 4.20367 0.86697
C -2.67960 -2.99657 -3.63003
C -2.55781 -1.45598 -4.02651
O -1.25933 -3.85359 0.06165
H -1.65939 -4.00733 2.10414
C -2.63161 3.68013 2.25224
Na 10.17551 0.58755 1.75243
Na 6.19494 -5.26691 -0.47097
H -3.29008 -4.08428 0.22396
```

Calculated values
* multiplicity: 1
* LUMO: -8.2 eV
* ΔE to the lowest compared entry with this formula, charge and spin: 344.9 kcal per mole
* total charge: +3
* Kohn-Sham gap: 0.1010 Ha
* E_tot: -3087.6105 hartree

Now the Löwdin charges, all in e: atom 1 (C): -0.13, atom 2 (F): 0.10, atom 3 (H): 0.11, atom 4 (H): 0.08, atom 5 (B): -1.35, atom 6 (H): 0.13, atom 7 (Na): 0.87, atom 8 (O): -0.20, atom 9 (N): -0.06, atom 10 (H): 0.07, atom 11 (O): -0.56, atom 12 (H): 0.09, atom 13 (H): 0.09, atom 14 (O): -0.52, atom 15 (H): 0.11, atom 16 (O): -0.52, atom 17 (H): 0.09, atom 18 (H): 0.08, atom 19 (C): -0.11, atom 20 (H): 0.13, atom 21 (Na): 0.94, atom 22 (C): -0.20, atom 23 (H): 0.12, atom 24 (H): 0.11, atom 25 (C): -0.23, atom 26 (F): 0.09, atom 27 (H): 0.09, atom 28 (H): 0.12, atom 29 (O): -0.53, atom 30 (H): 0.09, atom 31 (H): 0.12, atom 32 (O): -0.19, atom 33 (O): -0.19, atom 34 (Na): 0.86, atom 35 (Na): 0.80, atom 36 (N): -0.09, atom 37 (Na): 0.82, atom 38 (H): 0.12, atom 39 (H): 0.10, atom 40 (C): -0.08, atom 41 (H): 0.11, atom 42 (H): 0.13, atom 43 (C): -0.18, atom 44 (C): -0.22, atom 45 (H): 0.12, atom 46 (H): 0.10, atom 47 (H): 0.12, atom 48 (F): 0.04, atom 49 (H): 0.12, atom 50 (H): 0.13, atom 51 (H): 0.08, atom 52 (H): 0.13, atom 53 (F): 0.14, atom 54 (C): -0.11, atom 55 (P): -0.16, atom 56 (H): 0.09, atom 57 (C): -0.23, atom 58 (C): -0.18, atom 59 (C): -0.21, atom 60 (O): -0.21, atom 61 (H): 0.10, atom 62 (C): -0.19, atom 63 (Na): 0.87, atom 64 (Na): 0.95, atom 65 (H): 0.12

Question: total charge of number 2 (C12H30AsF12MnN2O4P)?
Answer: 0

Question: Among the records above, which one has the lowest total charge?
Answer: C12H30AlO4